C5H12N2 | ωB97M-V/def2-TZVPD

Structure (XYZ):
```
19
Properties=species:S:1:pos:R:3:forces:R:3
N -0.43718 -0.40035 1.80240 1.7 -2.2 0.6
N 1.66428 -0.88264 -1.22895 -0.3 -2.0 0.8
C 0.54945 -1.26072 -0.41473 0.6 -1.7 -3.1
C -0.63824 -0.37255 -0.86318 -2.1 -1.9 -2.9
C 0.81039 -0.84009 1.10465 -1.7 1.7 2.2
C -0.93177 1.75574 0.39477 2.0 -0.3 -1.4
C -0.39976 1.08809 -0.97522 2.2 2.7 1.5
H -1.56891 -0.69081 -0.27919 1.3 0.6 -0.3
H -1.96674 1.98994 0.35472 -1.0 0.0 0.1
H -0.67052 1.64288 -1.95054 -0.4 -1.1 1.6
H -0.82429 -0.80208 -1.91454 0.1 0.7 1.3
H 0.76752 1.26942 -1.02501 -2.2 -0.5 0.3
H 2.21120 -1.64140 -1.76203 -1.6 0.9 1.3
H 1.42158 -1.53294 1.67550 0.2 0.0 0.1
H -0.40568 -0.52879 2.87977 0.4 -0.1 -2.1
H 1.36202 0.04057 0.83431 0.4 0.5 0.3
H -0.72939 0.86403 1.24517 -0.4 1.2 -0.8
H 0.15559 -2.35290 -0.56015 1.0 1.6 0.7
H -0.36954 2.65460 0.68225 -0.1 -0.2 -0.1
```
Positions in Å, forces in eV/Å.

Its net charge is 0. The total energy comes out at -306.9257 a.u. The calculation puts the energy above the lowest of the compared OMol25 structures with the same formula, charge and spin at 797.1 kJ/mol. Its HOMO-LUMO gap is 4.69 eV.